Entry w
Here is a cluster of 2 separate species, C7H15N in total from the OMol25 dataset. Energies are from ωB97M-V/def2-TZVPD.

Geometry as XYZ:
```
23
C7H15N | the OMol25 dataset | ωB97M-V/def2-TZVPD
C -2.0005 -1.4307 -0.3701
C -2.2772 -0.5189 0.8400
C -1.7509 0.9839 0.5902
C -0.4668 1.0591 -0.2629
N 1.9947 0.3443 -1.5883
C 1.8871 0.0034 -0.2449
C 0.7652 0.4042 0.3582
C 3.0866 -0.3085 0.6156
H -0.8739 -1.5890 -0.4264
H -2.3898 -2.3946 -0.0596
H -2.2046 -0.8627 -1.2641
H -1.6032 -0.9375 1.6479
H -3.3639 -0.5690 1.2150
H -1.7030 1.4543 1.6045
H -2.6534 1.4717 0.2345
H -0.2578 2.0556 -0.7476
H -0.4148 0.0993 -2.3857
H 2.6918 1.0661 -1.7637
H 0.9488 0.6824 -1.8834
H 0.6746 0.0646 1.4142
H 2.6080 -0.8397 1.4369
H 3.4752 0.6550 1.0609
H 3.8278 -0.8932 -0.0211
```

Summary:
Frontier orbital gap: 7.0 eV
Total charge: 0

Entry x
Here is the molecule C7H15N from the OMol25 dataset. Energies are from ωB97M-V/def2-TZVPD.

Geometry as XYZ:
```
23
C7H15N | the OMol25 dataset | ωB97M-V/def2-TZVPD
C -0.9362 1.1488 -1.6582
C -0.2877 1.5673 -2.9680
C -0.6680 -0.2720 -1.1168
N 0.2773 -0.3569 -0.0024
C 0.0827 -1.6457 0.6798
C 0.3482 -1.4108 2.2061
C 0.8862 0.0189 2.2431
C 0.4669 0.7162 0.9538
H -2.0298 1.1982 -1.7044
H -0.7047 1.9322 -0.9317
H 0.7096 1.1979 -3.2006
H -0.0832 2.6446 -2.9978
H -0.9708 1.2609 -3.7646
H -0.5183 -0.9488 -1.9735
H -1.6125 -0.7163 -0.7901
H 0.7511 -2.4312 0.3134
H -0.9457 -1.9943 0.5643
H 1.0228 -2.1275 2.6733
H -0.6156 -1.5662 2.6795
H 1.9682 0.0085 2.4002
H 0.5619 0.6349 3.0889
H -0.4521 1.3061 1.0318
H 1.2721 1.3873 0.6303
```

Summary:
Frontier orbital gap: 9.0 eV
SMILES: CCCN1CCCC1
Total charge: 0

Relative energies in kcal/mol: entry w 114.5; entry x 0.0

Entry w
Here is the molecule C7H15N from the OMol25 dataset. Energies are from ωB97M-V/def2-TZVPD.

Geometry as XYZ:
```
23
C7H15N | the OMol25 dataset | ωB97M-V/def2-TZVPD
C 1.7894 1.0480 -1.1091
C 1.9191 -0.4653 -0.8184
C 0.4835 -1.0301 -0.6708
C -0.0724 -0.9425 0.7971
C -1.5639 -0.9533 0.8103
C -2.1585 0.1265 1.3204
C -3.6048 0.4720 1.3647
N 3.0324 1.6574 -1.6938
H 1.0467 1.2302 -1.8823
H 1.3634 1.6320 -0.2888
H 2.4727 -0.5775 0.1223
H 2.4157 -0.9949 -1.6244
H 0.5762 -2.1002 -0.8965
H -0.2352 -0.5453 -1.3228
H 0.4887 -0.0808 1.1851
H 0.3963 -1.7760 1.3587
H -1.9053 -1.8982 0.4107
H -1.4967 0.7459 1.9179
H -3.8391 1.3483 0.7448
H -4.2770 -0.3581 1.1638
H -3.8947 0.8023 2.3764
H 3.7165 1.7299 -0.9419
H 3.3471 0.9298 -2.3235
```

Summary:
Frontier orbital gap: 10.3 eV
SMILES: C/C=C/CCCCN
Total charge: 0

Entry x
Here is a cluster of 3 separate species, C7H15N in total from the OMol25 dataset. Energies are from ωB97M-V/def2-TZVPD.

Geometry as XYZ:
```
23
C7H15N | the OMol25 dataset | ωB97M-V/def2-TZVPD
C -0.7708 -1.7543 0.9175
C 0.5605 -1.8135 0.5825
C -1.8812 -1.8357 -0.0686
H -1.0499 -1.6745 1.9610
H -0.7717 0.3825 0.9983
H 1.1191 -0.3491 0.3144
H 0.8250 -2.2392 -0.3821
H 1.2782 -2.0799 1.3498
H -1.5496 -2.2761 -1.0104
H -2.7119 -2.4261 0.3214
H -2.2810 -0.8361 -0.2952
C 1.7312 1.0323 -1.4064
C 1.4930 0.8659 0.0642
C -0.6644 1.3957 0.5750
C -1.3384 1.7161 -0.5456
N 2.2108 1.4932 0.8938
H 1.9942 1.2887 1.8702
H -0.5004 2.1655 1.3134
H 0.8782 0.6534 -1.9697
H 2.6187 0.4643 -1.6928
H 1.8793 2.0848 -1.6515
H -1.4942 1.0016 -1.3428
H -1.5745 2.7405 -0.7964
```

Summary:
Frontier orbital gap: 8.8 eV
SMILES: [H]/N=C/C.C=CC.C=C
Total charge: 0

Entry y
Here is a structure of composition C7H15N from the OMol25 dataset. Energies are from ωB97M-V/def2-TZVPD.

Geometry as XYZ:
```
23
C7H15N | the OMol25 dataset | ωB97M-V/def2-TZVPD
C -0.0601 0.0421 -0.5647
C -2.0124 0.1320 0.0904
C 0.3527 -1.4116 -0.5468
C -0.0748 0.6682 -1.9386
C -2.2990 -0.5450 1.4023
N 0.2336 0.8517 0.4805
C 2.1083 1.0839 0.2504
C 3.0242 0.5595 1.0498
H 0.2668 0.3351 1.3588
H -2.3015 1.1794 0.0561
H -2.4162 -0.4046 -0.7677
H 2.3102 1.9090 -0.4283
H -0.3702 1.7161 -1.8819
H -0.3781 -2.0143 -1.0933
H 1.3233 -1.5292 -1.0351
H 0.4358 -1.7994 0.4697
H 0.9224 0.6112 -2.3844
H -0.7526 0.1236 -2.6016
H -3.3805 -0.6429 1.5716
H -1.8947 0.0197 2.2464
H -1.8836 -1.5566 1.4383
H 4.0337 0.9672 1.1355
H 2.8128 -0.2950 1.6925
```

Summary:
Frontier orbital gap: 8.6 eV
Total charge: 0

Relative energies in kcal/mol: entry w 0.0; entry x 72.1; entry y 69.8

Entry w
Here is a structure of composition CH4NOPS2 from the OMol25 dataset. Energies are from ωB97M-V/def2-TZVPD.

Geometry as XYZ:
```
10
CH4NOPS2 | the OMol25 dataset | ωB97M-V/def2-TZVPD
C 0.7766 0.6079 -1.6440
N 0.6136 -1.2795 0.5968
O 1.4946 -0.1374 -2.1535
P -0.5082 -0.1657 0.0934
S -2.2869 -0.7611 -0.5138
S -0.5478 1.4098 1.8070
H 0.4938 1.5837 -2.1402
H 0.4772 -2.1931 1.0832
H 1.2243 -0.6922 1.2255
H -1.7372 1.6275 1.6455
```

Summary:
Frontier orbital gap: 8.3 eV
Total charge: 0

Entry x
Here is the molecule CH4NOPS2 from the OMol25 dataset. Energies are from ωB97M-V/def2-TZVPD.

Geometry as XYZ:
```
10
CH4NOPS2 | the OMol25 dataset | ωB97M-V/def2-TZVPD
C 1.6447 0.6413 -0.0972
N 1.6294 -0.7369 -0.0156
O 0.4602 1.2161 -0.1900
P -1.1932 0.2824 -0.1006
S 2.8692 1.7285 0.0443
S -2.3845 1.8786 0.0969
H 0.7373 -1.0046 0.3898
H 2.4349 -0.9870 0.4996
H -1.0374 0.0310 1.2560
H -3.2023 1.3095 -0.9562
```

Summary:
Frontier orbital gap: 8.4 eV
SMILES: NC(=S)OPS
Total charge: 0

Relative energies in kcal/mol: entry w 7.3; entry x 0.0

Entry w
Here is a structure of composition C8H14 from the OMol25 dataset. Energies are from ωB97M-V/def2-TZVPD.

Geometry as XYZ:
```
22
C8H14 | the OMol25 dataset | ωB97M-V/def2-TZVPD
C 2.3527 -1.3561 -0.3977
C 2.0137 0.0693 -0.9956
C 2.1675 1.1827 0.1260
C 0.9014 1.0507 0.9611
C -0.2704 0.6724 0.2313
C -1.5049 0.1462 0.5515
C -2.5253 -0.0569 -0.3246
C -3.9407 -0.4091 0.1607
H 3.4016 -1.7448 -0.6369
H 1.8443 -2.1967 -1.0509
H 1.9809 -1.3342 0.6575
H 1.0789 0.0481 -1.5747
H 2.8473 0.3623 -1.7310
H 2.1413 2.2726 -0.2314
H 3.1049 0.9336 0.7077
H 0.6584 1.6898 1.7654
H 0.5415 -0.1850 0.6791
H -1.6866 0.2045 1.5939
H -2.1995 0.1615 -1.3348
H -3.9932 -0.7118 1.2653
H -4.5531 0.5111 -0.0872
H -4.3606 -1.3102 -0.3346
```

Summary:
Frontier orbital gap: 7.3 eV
Total charge: 0

Entry x
Here is the molecule C8H14 from the OMol25 dataset. Energies are from ωB97M-V/def2-TZVPD.

Geometry as XYZ:
```
22
C8H14 | the OMol25 dataset | ωB97M-V/def2-TZVPD
C -0.7042 0.1144 -0.4827
C 0.6190 -0.2375 0.1819
C -1.3236 1.4692 -0.6849
C -1.1147 -0.7969 -1.6171
C 1.1691 -1.6628 0.1466
C 1.7394 0.7934 0.0651
C -0.4050 0.0127 1.1942
C -0.5493 0.1748 2.4853
H -1.2786 2.0671 0.2310
H -0.8604 2.0724 -1.4676
H -2.3837 1.3880 -0.9353
H -0.5850 -0.5385 -2.5384
H -0.9555 -1.8553 -1.4257
H -2.1791 -0.7052 -1.8339
H 1.9454 -1.7802 0.9027
H 1.5892 -1.8917 -0.8326
H 0.3882 -2.3890 0.3608
H 2.1744 0.7522 -0.9336
H 1.4033 1.8038 0.2826
H 2.5093 0.5707 0.8035
H -1.4932 0.4650 2.9289
H 0.2949 0.1733 3.1692
```

Summary:
Frontier orbital gap: 9.5 eV
SMILES: C=C1C(C)(C)C1(C)C
Total charge: 0

Relative energies in kcal/mol: entry w 90.1; entry x 0.0

Entry w
Here is a cluster of 2 separate species, C5H8NO in total from the OMol25 dataset. Energies are from ωB97M-V/def2-TZVPD.

Geometry as XYZ:
```
15
C5H8NO | the OMol25 dataset | ωB97M-V/def2-TZVPD
C -0.6431 1.5179 0.0214
C 0.8870 1.4357 0.0891
C -1.4432 -0.8288 -0.1351
C 0.8552 0.1041 0.0447
C 1.8432 -0.9977 0.2107
N -0.6478 0.0517 -0.0225
O -3.2835 0.2264 0.0415
H -1.2450 1.8861 0.8386
H -1.1247 1.9389 -0.9311
H 1.6381 2.1828 0.0406
H -1.3896 -1.8406 -0.2198
H 1.9575 -1.3587 1.2269
H 2.7832 -0.4602 0.0748
H 1.5009 -1.6827 -0.4788
H -3.5056 -0.1425 -0.8231
```

Summary:
Frontier orbital gap (spin up / spin down): 9.3 / 7.2 eV
Multiplicity: 3
Total charge: +1

Entry x
Here is the ion C5H8NO with charge +1 from the OMol25 dataset. Energies are from ωB97M-V/def2-TZVPD.

Geometry as XYZ:
```
15
C5H8NO | the OMol25 dataset | ωB97M-V/def2-TZVPD
C -0.7195 0.1789 -0.1649
C 1.7234 -0.7487 -0.0411
C 1.6087 0.3286 0.9246
C 0.2066 -0.5584 0.5430
C -2.1377 -0.0127 -0.2602
N -0.1041 1.3149 -1.1827
O -0.7828 1.5535 -2.1093
H 2.0107 -0.4316 -1.0879
H 2.1318 -1.7596 0.2719
H 2.1229 0.2328 2.0085
H 1.4471 1.2977 0.5984
H -0.1184 -1.3514 1.2073
H -2.5869 0.5860 0.5878
H -2.3407 -1.0555 -0.1393
H -2.4612 0.4254 -1.1561
```

Summary:
Frontier orbital gap (spin up / spin down): 7.9 / 9.6 eV
Multiplicity: 3
Total charge: +1

Relative energies in kcal/mol: entry w 34.5; entry x 0.0

Entry w
Here is the molecule C5H13NSi from the OMol25 dataset. Energies are from ωB97M-V/def2-TZVPD.

Geometry as XYZ:
```
20
C5H13NSi | the OMol25 dataset | ωB97M-V/def2-TZVPD
C 2.3525 -0.2706 -0.4844
C 1.6497 0.2384 0.8654
C 1.6244 -0.0024 -1.8247
C -1.6644 1.4199 0.8522
C -2.3889 -1.3884 -0.0482
N 0.2949 -0.3738 0.9770
Si -0.9846 -0.0031 -0.1370
H 3.3743 0.2415 -0.5477
H 2.4090 -1.4189 -0.3318
H 2.2966 0.1974 1.7630
H 1.5271 1.3906 0.6568
H 1.8277 0.9612 -2.2833
H 1.5049 -0.7442 -2.5654
H -2.7532 1.4330 1.0289
H -1.1503 1.4035 1.8596
H -1.5168 2.3931 0.2910
H -2.2383 -2.2840 -0.6398
H -2.1065 -1.7493 0.9416
H -3.4040 -0.9125 -0.0674
H 0.3034 -1.3549 1.2237
```

Summary:
Frontier orbital gap (spin up / spin down): 7.3 / 8.0 eV
Total charge: 0

Entry x
Here is a cluster of 2 separate species, C5H13NSi in total from the OMol25 dataset. Energies are from ωB97M-V/def2-TZVPD.

Geometry as XYZ:
```
20
C5H13NSi | the OMol25 dataset | ωB97M-V/def2-TZVPD
C -0.8632 1.3699 2.3468
C -1.2609 1.1595 1.0383
C 2.1815 0.6770 -0.8411
C 1.4680 0.0584 -2.0257
C 1.0234 -1.3035 -1.5185
N -2.5321 -1.4709 1.5026
Si -1.9535 -0.3640 0.2623
H -0.1969 2.1652 2.7535
H -1.1241 0.8819 3.2458
H -0.8757 1.7111 0.3114
H 2.7342 -0.0147 -0.3191
H 2.9823 1.5377 -1.1698
H 1.4777 0.9620 -0.0508
H 0.4713 0.5275 -2.4283
H 2.1176 -0.2141 -2.8437
H 1.6857 -1.8752 -0.7972
H 0.3527 -1.8426 -2.0967
H -1.8901 -1.5225 2.2540
H -3.1508 -2.2180 1.3544
H -2.6472 -0.2247 -0.9785
```

Summary:
Frontier orbital gap (spin up / spin down): 6.9 / 7.9 eV
Total charge: 0

Relative energies in kcal/mol: entry w 0.0; entry x 42.1

Entry w
Here is a cluster of 2 separate species, C8H16NO in total from the OMol25 dataset. Energies are from ωB97M-V/def2-TZVPD.

Geometry as XYZ:
```
26
C8H16NO | the OMol25 dataset | ωB97M-V/def2-TZVPD
C -1.7834 0.1309 1.3510
C -1.1952 -0.9517 0.8013
C -2.0999 1.1802 0.4447
C -1.8032 0.4298 -0.9155
C 1.6062 2.0201 -0.3622
C -0.9094 -1.9011 -1.5364
C 2.6749 -1.2165 0.8192
C 1.6926 0.9302 0.4885
N -1.0158 -0.7491 -0.5479
O 2.1069 -0.1914 0.0997
H -1.7001 0.3557 2.4683
H -0.5748 -1.6122 1.3638
H -3.1268 1.5568 0.6432
H -1.4864 2.1372 0.4584
H -2.7769 0.1824 -1.4079
H -1.1978 1.0701 -1.7051
H 1.2711 1.7079 -1.2980
H 0.8310 2.6339 0.0779
H 2.5260 2.6902 -0.4700
H -0.3560 -2.6373 -1.0607
H -1.8932 -2.3207 -1.7011
H -0.3878 -1.6974 -2.4727
H 3.7341 -1.3678 0.5916
H 2.1030 -2.1717 0.4146
H 2.5038 -1.1045 1.9061
H 1.2571 0.8960 1.5494
```

Summary:
Frontier orbital gap: 5.2 eV
Total charge: +1

Entry x
Here is a cluster of 2 separate species, C8H16NO in total from the OMol25 dataset. Energies are from ωB97M-V/def2-TZVPD.

Geometry as XYZ:
```
26
C8H16NO | the OMol25 dataset | ωB97M-V/def2-TZVPD
C 2.9225 -0.5917 -1.1037
C 1.9896 -0.9245 -0.4268
C -4.9079 0.3763 -0.2533
C 5.5594 1.7270 0.5635
C -3.3340 0.2985 -0.5758
C -2.7127 -0.5701 0.5403
C -1.1682 -0.3570 0.6374
C -0.3760 -1.2329 -0.2837
N 5.5657 0.4166 0.0827
O 1.0373 -1.2901 0.2065
H 3.6992 -0.4943 -1.7944
H -5.2436 0.8962 -1.1595
H -5.3074 -0.6801 -0.2895
H -4.9160 0.7586 0.6963
H 6.1202 2.4513 -0.1470
H 4.4154 2.0073 0.7306
H 6.0148 1.7343 1.4922
H -3.0116 1.3459 -0.5667
H -3.1571 -0.2019 -1.6133
H -3.1976 -0.4384 1.5441
H -2.8469 -1.6126 0.2614
H -0.9151 -0.7973 1.6853
H -0.8563 0.7388 0.6691
H -0.3444 -0.9199 -1.2919
H -0.6341 -2.3345 -0.3452
H 5.6050 -0.3056 0.7414
```

Summary:
Frontier orbital gap (spin up / spin down): 9.4 / 4.9 eV
Total charge: +1

Relative energies in kcal/mol: entry w 0.0; entry x 98.2